Record 1
A structure of composition C5H10O at a distorted geometry, computed with wB97M-V/def2-TZVPD.

Values from the calculation:
**Orbital gap**: 0.351 hartree
**Total energy**: -271.6007 hartree
**Charge**: 0
**HOMO level**: -8.713 eV
**LUMO energy**: 0.85 eV
**Multiplicity**: 1

Each line ends with the natural charge from an NBO analysis.
Element x y z (Å)
C (1.615823, 0.354509, 0.600051)  -0.61
C (0.140757, 0.416723, 0.187844)  -0.25
C (-0.137389, 1.554389, -0.798338)  -0.61
C (-0.245831, -0.932775, -0.381893)  -0.01
C (-0.583123, -2.056562, 0.530393)  -0.24
O (-1.678512, -1.157103, -0.587985)  -0.60
H (1.782914, -0.456308, 1.319921)  0.22
H (1.930410, 1.296788, 1.063645)  0.22
H (2.259565, 0.179193, -0.273296)  0.20
H (-0.463200, 0.561004, 1.097185)  0.21
H (0.102282, 2.525746, -0.348827)  0.21
H (-1.191406, 1.569527, -1.102552)  0.22
H (0.474281, 1.444767, -1.704526)  0.20
H (0.214162, -1.132773, -1.356736)  0.18
H (-0.468025, -2.998837, -0.033526)  0.13
H (-2.054845, -1.023170, 0.334854)  0.51

Forces on the atoms, in the same order (eV/Å):
0.0 0.0 0.0
-0.1 0.0 0.0
0.0 0.0 0.0
0.1 -0.1 0.1
0.4 -0.1 -0.3
-0.4 0.3 1.1
0.0 0.2 -0.1
-0.1 -0.2 -0.1
-0.1 0.0 0.2
0.1 0.0 -0.2
0.0 -0.2 -0.1
0.2 0.0 0.1
-0.1 0.0 0.2
0.0 0.0 0.2
0.0 0.2 0.1
0.0 0.0 -1.1

---

Record 2
A structure of composition C5H10O, computed with wB97M-V/def2-TZVPD.

Values from the calculation:
**Orbital gap (spin up / spin down)**: 0.299 / 0.266 hartree
**Total energy**: -271.5349 hartree
**Charge**: 0
**HOMO level (spin up / spin down)**: -7.521 / -7.062 eV
**LUMO energy (spin up / spin down)**: 0.61 / 0.16 eV
**Multiplicity**: 1

Each line ends with the natural charge from an NBO analysis.
Element x y z (Å)
O (-2.062912, -0.104081, 1.085327)  -0.65
C (-1.027125, 0.749367, 1.097686)  0.21
C (0.207863, 0.494536, 0.448482)  -0.39
C (0.982909, -0.896155, 0.476848)  -0.35
C (1.287285, -0.833490, -1.014090)  -0.46
C (0.092765, 0.134660, -1.054299)  -0.23
H (-1.890867, -0.799315, 0.431938)  0.48
H (-1.277410, 1.923422, -0.577369)  -0.06
H (-1.165599, 1.535295, 1.831365)  0.19
H (0.902801, 1.325376, 0.602940)  0.23
H (0.312086, -1.719158, 0.738181)  0.20
H (1.819596, -0.862237, 1.180952)  0.22
H (2.244500, -0.347022, -1.228518)  0.21
H (1.212063, -1.766352, -1.575870)  0.21
H (-0.832847, -0.431181, -1.255458)  0.15
H (-0.805108, 1.596335, -1.188115)  0.05

Forces on the atoms, in the same order (eV/Å):
-0.1 -0.4 -0.2
-0.1 0.4 0.7
0.3 -0.1 -0.5
0.1 -0.1 0.5
0.1 0.1 -0.2
0.0 -0.6 0.1
-0.1 0.1 0.1
0.2 -0.1 -0.6
0.1 -0.1 -0.1
-0.1 -0.1 0.0
0.1 0.1 -0.1
-0.1 -0.1 -0.1
-0.1 -0.1 0.1
0.0 0.2 0.1
0.1 0.2 -0.1
-0.5 0.5 0.4

---

Record 3
An isolated molecule of C5H10O at a distorted geometry, computed with wB97M-V/def2-TZVPD.

Values from the calculation:
**Orbital gap**: 0.392 hartree
**Total energy**: -271.7090 hartree
**Structure (SMILES)**: C[C@H]1CC[C@H]1O
**Charge**: 0
**HOMO level**: -9.792 eV
**LUMO energy**: 0.89 eV
**Multiplicity**: 1

Each line ends with the natural charge from an NBO analysis.
Element x y z (Å)
C (1.597702, -0.867704, -0.176738)  -0.61
C (0.482026, -0.226940, 0.667134)  -0.23
C (0.296206, 1.274351, 0.313649)  -0.40
C (-0.855461, 0.886859, -0.641957)  -0.44
C (-1.005246, -0.376332, 0.209777)  0.11
O (-1.509706, -1.569646, -0.329751)  -0.70
H (1.615376, -1.959533, -0.101829)  0.22
H (1.535176, -0.603750, -1.238944)  0.20
H (2.575530, -0.504474, 0.177357)  0.21
H (0.681641, -0.457870, 1.720471)  0.20
H (-0.068301, 1.840207, 1.175886)  0.21
H (1.152088, 1.795648, -0.123483)  0.21
H (-1.753062, 1.509094, -0.652642)  0.20
H (-0.521331, 0.698216, -1.665761)  0.21
H (-1.752964, -0.053545, 0.979877)  0.15
H (-2.469669, -1.384582, -0.313044)  0.47

Forces on the atoms, in the same order (eV/Å):
-0.2 0.0 0.0
-0.1 0.0 0.1
0.1 0.2 0.0
-0.1 0.1 -0.2
-0.2 0.5 0.4
-0.6 0.1 -0.1
-0.1 0.1 0.0
-0.1 0.0 0.2
-0.3 0.0 0.0
-0.2 0.1 -0.1
0.1 0.0 -0.2
-0.1 -0.1 0.1
0.2 0.2 -0.2
0.0 0.0 0.2
1.1 -0.3 0.2
0.6 -0.8 -0.3

---

Record 4
A cluster of 2 separate species, C5H10O in total at a distorted geometry, computed with wB97M-V/def2-TZVPD.

Values from the calculation:
**Orbital gap**: 0.384 hartree
**Total energy**: -271.6846 hartree
**Structure (SMILES)**: O=C1CCCC1.[H][H]
**Charge**: 0
**HOMO level**: -9.469 eV
**LUMO energy**: 0.99 eV
**Multiplicity**: 1

Each line ends with the natural charge from an NBO analysis.
Element x y z (Å)
C (0.038642, 0.449204, -0.989473)  -0.52
C (-0.533018, -0.704094, -0.229989)  0.63
O (-1.645571, -1.149907, -0.390256)  -0.57
C (-0.156134, 1.310835, 0.327055)  -0.40
C (0.728606, 0.532605, 1.326872)  -0.40
C (0.319757, -0.925991, 1.003749)  -0.52
H (1.115924, 0.369589, -1.222088)  0.22
H (-0.513323, 0.773727, -1.876538)  0.24
H (-0.391230, -1.324968, -2.589695)  -0.06
H (-1.017469, -1.462200, -2.206127)  0.05
H (0.072577, 2.352228, 0.140180)  0.22
H (-1.202154, 1.260776, 0.686035)  0.22
H (0.558930, 0.778160, 2.378289)  0.22
H (1.782080, 0.727836, 1.098950)  0.20
H (-0.316604, -1.391401, 1.756082)  0.23
H (1.158987, -1.596400, 0.786955)  0.23

Forces on the atoms, in the same order (eV/Å):
-0.3 0.8 0.8
-0.3 -0.8 -0.2
0.2 -0.2 0.4
0.3 0.4 -0.3
0.0 0.1 -0.1
-0.1 -0.1 0.1
-0.4 0.0 0.2
-0.1 -0.1 0.5
-0.1 -0.3 -0.5
0.2 -0.2 -0.8
0.3 0.2 0.3
0.4 0.1 -0.4
0.0 0.1 -0.2
-0.1 -0.1 0.1
0.2 0.1 0.1
-0.1 0.1 0.0

---

Record 5
An isolated molecule of C5H10O at a distorted geometry, computed with wB97M-V/def2-TZVPD.

Values from the calculation:
**Orbital gap**: 0.385 hartree
**Total energy**: -271.6344 hartree
**Structure (SMILES)**: CC(C)[C@H]1CO1
**Charge**: 0
**HOMO level**: -9.327 eV
**LUMO energy**: 1.15 eV
**Multiplicity**: 1

Each line ends with the natural charge from an NBO analysis.
Element x y z (Å)
C (-0.495802, -1.341638, -0.940839)  -0.62
C (-0.158460, -0.445976, 0.253199)  -0.27
C (1.433240, -0.824506, 0.892483)  -0.62
C (-0.133412, 1.003219, -0.160901)  0.05
C (-1.207336, 2.006161, -0.046453)  -0.11
O (-0.106225, 1.993150, 0.847537)  -0.49
H (-1.451810, -1.133933, -1.454362)  0.22
H (-0.512916, -2.393962, -0.656389)  0.22
H (0.285256, -1.203085, -1.707975)  0.20
H (-0.191324, -0.746158, 1.276637)  0.27
H (1.558394, -1.825445, 1.375921)  0.21
H (1.771492, -0.089383, 1.652334)  0.22
H (2.018477, -0.772953, -0.002809)  0.20
H (0.584115, 1.183248, -0.976060)  0.17
H (-1.223635, 2.859371, -0.732955)  0.18
H (-2.170054, 1.731889, 0.380631)  0.18

Forces on the atoms, in the same order (eV/Å):
0.2 -0.1 0.3
3.0 -0.5 0.4
-0.1 0.4 -1.3
0.3 -0.3 0.2
-0.2 -0.2 -0.1
0.2 0.2 0.3
0.3 0.2 0.6
0.1 0.0 0.0
-0.1 -0.2 0.2
-3.6 0.3 0.8
-0.7 0.6 -0.7
-0.5 -0.1 -0.7
1.1 0.0 -0.2
-0.1 0.0 0.2
0.0 -0.3 0.1
0.1 0.0 0.0

---

Record 6
An isolated molecule of C5H10O, computed with wB97M-V/def2-TZVPD.

Values from the calculation:
**Orbital gap**: 0.380 hartree
**Total energy**: -271.7111 hartree
**Structure (SMILES)**: CC1(C)C[C@H]1O
**Charge**: 0
**HOMO level**: -9.451 eV
**LUMO energy**: 0.89 eV
**Multiplicity**: 1

Each line ends with the natural charge from an NBO analysis.
Element x y z (Å)
C (1.339273, 0.202090, 0.702539)  -0.61
C (0.124759, -0.161813, -0.136351)  -0.09
C (0.398325, -0.182506, -1.623780)  -0.59
C (-0.832574, -1.093049, 0.577693)  -0.43
C (-1.221924, 0.329136, 0.321092)  0.08
O (-1.286967, 1.280435, 1.342482)  -0.70
H (1.856799, 1.092298, 0.325658)  0.20
H (1.073362, 0.380648, 1.747980)  0.23
H (2.059243, -0.626215, 0.678575)  0.21
H (-0.463832, -0.537509, -2.197694)  0.21
H (1.270741, -0.794163, -1.883014)  0.21
H (0.612731, 0.845533, -1.949048)  0.21
H (-1.365385, -1.860273, 0.020134)  0.22
H (-0.563453, -1.373146, 1.593113)  0.22
H (-2.026438, 0.435145, -0.412632)  0.17
H (-0.992646, 2.093303, 0.907210)  0.47

Forces on the atoms, in the same order (eV/Å):
0.0 0.0 0.0
0.1 0.1 0.0
-0.1 -0.1 -0.1
-0.1 -0.1 0.1
0.0 -0.2 -0.3
0.0 0.1 0.0
-0.1 -0.1 0.0
0.0 0.0 -0.2
-0.1 0.1 0.0
0.1 0.0 0.1
-0.2 0.0 0.1
0.0 -0.2 0.0
0.1 0.2 0.1
0.0 0.0 -0.2
0.4 0.1 -0.1
-0.1 0.0 0.5

---

Record 7
An isolated molecule of C5H10O, computed with wB97M-V/def2-TZVPD.

Values from the calculation:
**Orbital gap**: 0.390 hartree
**Total energy**: -271.7011 hartree
**Structure (SMILES)**: C=CCCOC
**Charge**: 0
**HOMO level**: -9.490 eV
**LUMO energy**: 1.11 eV
**Multiplicity**: 1

Each line ends with the natural charge from an NBO analysis.
Element x y z (Å)
C (-1.901961, -1.783227, 0.322531)  -0.25
O (-1.167801, -1.006765, 1.233729)  -0.53
C (-0.593775, 0.144254, 0.661938)  -0.05
C (2.186330, 1.841452, -0.409503)  -0.40
C (1.142893, 1.130251, -0.825204)  -0.17
C (0.655666, -0.137120, -0.180994)  -0.47
H (-2.430025, -2.545945, 0.900107)  0.20
H (-1.261142, -2.286627, -0.416798)  0.16
H (-2.641361, -1.172210, -0.220042)  0.16
H (-1.343026, 0.680587, 0.053214)  0.16
H (2.797630, 1.515747, 0.430369)  0.19
H (2.470875, 2.773679, -0.890083)  0.20
H (0.553152, 1.497816, -1.666652)  0.19
H (0.421436, -0.881287, -0.953530)  0.21
H (-0.319442, 0.797131, 1.497121)  0.19
H (1.430549, -0.567732, 0.463801)  0.21

Forces on the atoms, in the same order (eV/Å):
-0.2 -0.2 -0.2
0.0 0.0 0.1
0.1 0.3 -0.1
-0.1 -0.1 0.0
0.1 0.1 0.0
0.1 -0.1 0.0
0.1 0.1 -0.1
-0.1 0.1 0.1
0.1 -0.1 0.1
0.1 -0.1 0.1
-0.1 0.0 -0.1
-0.1 -0.2 0.0
0.1 0.0 0.1
0.0 0.1 0.1
0.0 -0.1 -0.1
-0.1 0.1 -0.1